C26H28Br4NO4PdSi | ωB97M-V/def2-TZVPD

Each line ends with the Mulliken charge.
Cartesian coordinates (Å):
Pd1 -0.212 0.357 0.315  0.6679
Br1 -2.644 -0.273 6.918  -0.2220
C1 -2.324 0.362 5.169  0.2700
C2 -2.931 1.565 4.729  0.1479
Br2 -4.094 2.502 5.883  -0.2204
C3 -2.685 2.041 3.463  -0.1865
Br3 -3.479 3.614 2.790  -0.1773
C4 -1.824 1.360 2.557  0.8259
O1 -1.588 1.770 1.389  -0.8927
C5 -1.227 0.113 3.002  -0.0164
O2 -0.467 -0.521 2.207  -0.4348
C6 -1.500 -0.342 4.320  -0.3521
Br4 -0.655 -1.952 4.816  -0.1714
C7 2.175 0.055 -3.988  -1.8924
C8 3.010 0.249 -2.718  1.9415
C9 3.721 1.603 -2.807  -1.8928
C10 4.044 -0.867 -2.621  -1.7050
Si1 1.850 0.335 -1.208  0.6843
O3 0.663 1.406 -1.383  -0.9599
C11 1.044 -1.384 -0.916  0.2503
C12 0.169 -1.891 -1.894  -0.5339
C13 -0.347 -3.171 -1.808  -0.8778
C14 -0.023 -3.981 -0.724  -0.4800
C15 0.805 -3.496 0.274  -0.7850
C16 1.333 -2.214 0.175  0.4419
C17 2.919 0.717 0.307  1.1143
C18 2.632 1.890 1.010  -0.8166
C19 3.318 2.229 2.168  -0.7427
C20 4.324 1.402 2.648  -0.4483
C21 4.641 0.241 1.959  -0.8345
C22 3.945 -0.093 0.803  -0.2088
H1 2.815 0.169 -4.873  0.5076
H2 1.369 0.785 -4.048  0.2949
H3 1.736 -0.942 -4.033  0.3201
H4 4.383 1.627 -3.682  0.4949
H5 4.328 1.799 -1.923  0.3431
H6 3.003 2.419 -2.904  0.3259
H7 4.614 -0.934 -3.556  0.4869
H8 3.580 -1.841 -2.447  0.2766
H9 4.760 -0.686 -1.819  0.3206
H10 -0.149 -1.244 -2.700  0.5043
H11 -1.026 -3.533 -2.572  0.4221
H12 -0.440 -4.978 -0.647  0.3603
H13 1.022 -4.101 1.146  0.4171
H14 1.946 -1.836 0.985  0.4707
H15 1.834 2.532 0.645  0.4371
H16 3.056 3.134 2.703  0.3998
H17 4.851 1.657 3.559  0.3817
H18 5.424 -0.412 2.326  0.3771
H19 4.202 -1.013 0.293  0.3195
C23 -5.811 0.468 -0.718  -0.9104
N1 -4.538 -0.206 -0.838  0.2242
C24 -4.451 -1.653 -0.805  -0.7736
C25 -3.372 0.467 -1.041  0.6435
C26 -3.413 1.975 -1.073  -1.1740
O4 -2.319 -0.135 -1.159  -0.4240
H20 -6.559 -0.253 -0.395  0.2976
H21 -6.148 0.903 -1.664  0.3015
H22 -5.773 1.262 0.027  0.3014
H23 -5.427 -2.058 -0.542  0.3028
H24 -3.711 -1.975 -0.071  0.2155
H25 -4.140 -2.057 -1.772  0.2645
H26 -4.057 2.329 -1.882  0.4765
H27 -2.395 2.328 -1.222  0.1049
H28 -3.788 2.378 -0.132  0.1967

Its HOMO energy (spin up / spin down) is -0.1409 / -0.1417 Ha. Its gap between HOMO and LUMO (spin up / spin down) is 5.183 / 5.310 eV. As for the net charge: -1. The calculation puts the total energy at -328627.0812 eV.